No. 1
Density functional theory data (the ωB97M-V functional and the def2-TZVPD basis) for 13 unconnected molecules or ions with the total composition C44H120N9O17 in a non-equilibrium geometry.

E_LUMO (eV): -7.44
Maximum force (Eh/bohr): 0.114

Geometry as ORCA input:
```
! wB97M-V def2-TZVPD RIJCOSX def2/J DEFGRID3
* xyz 5 1
C -5.54 6.75 6.60
C -6.35 7.94 5.83
C -5.59 8.68 4.62
O -6.41 9.56 3.97
C -5.74 10.16 2.86
N -7.86 7.49 5.47
H -7.85 6.83 4.71
H -8.29 6.97 6.22
H -8.48 8.16 5.05
H -6.15 6.28 7.37
H -4.66 7.05 7.17
H -5.22 6.06 5.82
H -6.45 8.73 6.57
H -5.29 7.79 4.07
H -4.75 9.18 5.10
H -6.48 10.63 2.21
H -5.16 9.54 2.17
H -5.08 10.85 3.37
C -2.54 -14.96 1.76
C -2.18 -13.54 2.41
C -1.64 -12.45 1.45
O -1.58 -11.32 2.28
C -1.48 -10.07 1.53
N -3.44 -13.03 3.10
H -3.55 -13.39 4.04
H -3.47 -12.03 3.21
H -4.30 -13.17 2.60
H -1.71 -15.48 1.28
H -3.40 -14.76 1.13
H -2.81 -15.64 2.57
H -1.47 -13.67 3.23
H -2.26 -12.31 0.57
H -0.72 -12.84 1.01
H -1.52 -9.24 2.24
H -2.28 -9.90 0.81
H -0.61 -9.95 0.89
C 11.21 -5.46 -2.93
C 10.08 -6.39 -2.38
C 10.15 -6.90 -0.91
O 11.21 -7.87 -0.67
C 11.44 -8.07 0.76
N 8.79 -5.59 -2.47
H 7.90 -6.04 -2.63
H 8.70 -5.02 -1.63
H 8.89 -4.87 -3.17
H 12.16 -5.99 -2.78
H 11.29 -4.51 -2.41
H 11.07 -5.35 -4.00
H 10.12 -7.25 -3.05
H 9.16 -7.23 -0.61
H 10.39 -6.06 -0.27
H 10.58 -8.40 1.34
H 11.89 -7.16 1.15
H 12.09 -8.95 0.83
C -11.84 -2.66 5.62
C -11.38 -1.75 4.43
C -11.91 -2.36 3.09
O -11.77 -1.61 1.93
C -10.55 -1.87 1.32
N -12.05 -0.36 4.55
H -11.67 0.29 3.87
H -13.05 -0.28 4.45
H -11.76 0.05 5.43
H -12.92 -2.67 5.56
H -11.45 -2.35 6.59
H -11.59 -3.72 5.49
H -10.30 -1.57 4.48
H -12.98 -2.48 3.26
H -11.46 -3.34 2.98
H -10.38 -1.18 0.50
H -10.46 -2.88 0.92
H -9.66 -1.65 1.92
C -2.96 -8.30 -7.49
C -3.80 -7.70 -6.33
C -3.04 -6.51 -5.59
O -3.87 -5.67 -4.69
C -3.57 -4.27 -4.76
N -5.23 -7.18 -6.77
H -5.27 -6.33 -7.31
H -5.84 -7.80 -7.29
H -5.70 -6.99 -5.89
H -2.63 -7.54 -8.20
H -3.38 -9.12 -8.07
H -2.04 -8.75 -7.11
H -4.10 -8.51 -5.67
H -2.48 -5.94 -6.33
H -2.33 -6.92 -4.88
H -4.07 -4.13 -5.72
H -2.50 -4.06 -4.82
H -4.02 -3.59 -4.03
C 11.09 7.28 -2.48
C 9.67 6.66 -2.20
C 9.83 5.19 -1.76
O 10.74 5.13 -0.65
C 11.31 3.81 -0.48
N 8.94 7.43 -1.04
H 8.72 8.41 -1.19
H 8.06 7.03 -0.77
H 9.53 7.42 -0.22
H 11.22 8.33 -2.74
H 11.70 6.74 -3.21
H 11.74 7.26 -1.61
H 8.95 6.52 -3.00
H 10.06 4.52 -2.59
H 8.90 4.83 -1.31
H 12.25 3.69 -1.02
H 10.70 2.93 -0.69
H 11.60 3.75 0.57
C -7.40 7.43 -6.54
C -7.30 6.61 -7.85
C -6.12 5.57 -7.79
O -6.07 4.72 -6.58
C -4.90 3.92 -6.48
N -8.51 5.67 -7.85
H -9.32 6.00 -7.34
H -8.91 5.57 -8.77
H -8.30 4.74 -7.51
H -6.64 8.22 -6.55
H -7.21 6.86 -5.63
H -8.27 8.08 -6.48
H -7.27 7.23 -8.74
H -5.19 6.09 -8.05
H -6.16 4.90 -8.65
H -4.01 4.55 -6.54
H -4.89 3.15 -7.25
H -4.70 3.63 -5.45
C 1.39 -1.25 -0.41
C 1.38 0.24 -0.90
C 0.39 1.07 -0.03
O -0.87 0.47 0.13
C -1.73 1.11 1.13
N 2.79 0.82 -0.95
H 3.44 0.38 -0.31
H 3.32 0.71 -1.81
H 2.72 1.82 -0.88
H 0.46 -1.81 -0.48
H 1.49 -1.30 0.68
H 2.25 -1.78 -0.81
H 1.00 0.32 -1.92
H 0.10 2.03 -0.46
H 0.90 1.14 0.93
H -1.25 1.54 2.01
H -2.46 0.36 1.42
H -2.11 1.89 0.47
C 4.33 3.94 7.14
C 5.87 4.17 7.29
C 6.47 3.05 8.18
O 7.89 3.19 8.20
C 8.76 2.24 8.86
N 6.42 3.98 5.90
H 6.46 3.02 5.59
H 5.81 4.51 5.31
H 7.39 4.26 5.87
H 4.11 3.07 6.52
H 3.75 4.77 6.71
H 3.98 3.89 8.17
H 6.05 5.16 7.71
H 6.31 2.12 7.65
H 6.10 3.01 9.21
H 9.77 2.22 8.46
H 8.33 1.27 8.63
H 8.83 2.53 9.91
C 7.27 -2.41 4.95
C 6.97 -1.85 3.57
O 7.10 -2.55 2.56
O 6.63 -0.71 3.42
H 6.51 -2.56 5.72
H 8.02 -1.82 5.49
H 7.70 -3.41 4.86
C -9.66 4.08 -1.37
C -10.17 4.00 0.09
O -11.35 4.08 0.29
O -9.40 3.85 1.06
H -10.25 3.52 -2.09
H -8.61 3.79 -1.42
H -9.83 5.14 -1.57
C 8.55 0.78 -8.34
C 7.75 0.68 -7.13
O 8.33 0.34 -6.06
O 6.52 0.78 -7.17
H 9.62 0.66 -8.14
H 8.35 1.82 -8.60
H 8.11 0.03 -9.00
C 0.43 7.50 -0.39
C 1.85 7.12 -0.42
O 2.39 6.77 -1.44
O 2.47 7.14 0.67
H 0.44 8.59 -0.31
H -0.08 7.20 0.53
H -0.17 7.35 -1.29
*
```

No. 2
Density functional theory data (the ωB97M-V functional and the def2-TZVPD basis) for 11 unconnected molecules or ions with the total composition C44H121N11O11 in a non-equilibrium geometry.

E_LUMO (eV): 0.29
Maximum force (Eh/bohr): 0.070
SMILES: COC[C@H](C)N.COC[C@H](C)N.COC[C@H](C)N.COC[C@H](C)N.COC[C@H](C)N.COC[C@H](C)N.COC[C@H](C)N.COC[C@H](C)N.COC[C@H](C)N.COC[C@H](C)N.COC[C@H](C)N

Geometry as ORCA input:
```
! wB97M-V def2-TZVPD RIJCOSX def2/J DEFGRID3
* xyz 0 1
C -5.63 6.12 -8.84
C -5.39 5.20 -7.67
C -3.91 5.13 -7.12
O -2.99 4.51 -7.98
C -1.66 4.93 -7.63
N -6.32 5.63 -6.63
H -4.93 5.88 -9.64
H -5.49 7.14 -8.50
H -6.66 6.06 -9.19
H -5.63 4.20 -8.03
H -3.87 4.59 -6.18
H -3.60 6.17 -6.98
H -0.94 4.28 -8.13
H -1.46 4.79 -6.57
H -1.45 5.94 -7.99
H -7.25 5.36 -6.92
H -6.07 5.14 -5.78
C -4.54 -5.49 4.08
C -3.58 -4.65 3.22
C -2.97 -5.50 2.15
O -2.21 -6.57 2.72
C -1.42 -7.12 1.67
N -4.31 -3.48 2.64
H -3.99 -6.36 4.46
H -5.49 -5.81 3.67
H -4.79 -4.91 4.97
H -2.80 -4.36 3.92
H -2.35 -4.87 1.52
H -3.79 -5.87 1.54
H -2.03 -7.39 0.81
H -0.84 -7.94 2.08
H -0.72 -6.36 1.33
H -4.69 -2.89 3.37
H -5.15 -3.90 2.29
C -0.68 0.29 -2.39
C -1.24 -0.39 -1.07
C -0.67 0.30 0.20
O 0.81 0.29 0.21
C 1.39 -0.97 0.62
N -2.69 -0.44 -0.94
H -1.05 1.28 -2.65
H -0.80 -0.29 -3.31
H 0.41 0.37 -2.38
H -0.90 -1.42 -1.04
H -1.09 -0.12 1.11
H -0.94 1.35 0.19
H 2.48 -0.97 0.60
H 1.04 -1.82 0.04
H 1.06 -1.22 1.63
H -2.77 -0.93 -0.06
H -3.05 -1.18 -1.53
C 8.49 4.66 -0.50
C 7.98 6.09 -0.46
C 6.39 6.12 -0.50
O 5.98 5.31 -1.59
C 4.58 5.14 -1.73
N 8.44 6.80 0.74
H 8.43 4.21 -1.49
H 7.91 3.94 0.08
H 9.45 4.51 0.01
H 8.52 6.66 -1.22
H 5.96 7.10 -0.70
H 5.87 5.79 0.39
H 3.99 6.05 -1.72
H 4.19 4.47 -0.97
H 4.26 4.68 -2.67
H 9.45 6.85 0.70
H 8.04 7.72 0.65
C -12.00 -2.17 3.40
C -10.62 -2.18 2.73
C -10.46 -3.29 1.59
O -9.21 -3.32 0.90
C -9.07 -4.48 0.07
N -10.53 -0.81 2.13
H -12.12 -1.47 4.22
H -12.13 -3.11 3.93
H -12.69 -1.99 2.58
H -9.82 -2.21 3.47
H -11.24 -3.28 0.82
H -10.49 -4.23 2.13
H -9.98 -4.59 -0.52
H -8.81 -5.41 0.58
H -8.24 -4.36 -0.62
H -9.72 -0.85 1.54
H -11.27 -0.59 1.48
C -5.45 -0.49 -8.41
C -6.07 -1.18 -9.65
C -7.22 -0.32 -10.29
O -8.29 -0.03 -9.44
C -9.20 0.93 -9.97
N -4.98 -1.38 -10.56
H -6.15 -0.05 -7.70
H -4.93 0.44 -8.68
H -4.78 -1.14 -7.84
H -6.46 -2.13 -9.29
H -7.62 -0.81 -11.18
H -6.78 0.60 -10.66
H -8.59 1.79 -10.26
H -9.95 1.25 -9.25
H -9.70 0.48 -10.83
H -4.39 -2.05 -10.08
H -5.54 -1.90 -11.21
C -0.78 1.08 12.20
C 0.40 1.93 11.69
C 0.64 1.95 10.18
O 0.82 0.58 9.67
C 0.61 0.39 8.29
N 0.14 3.32 12.11
H -0.79 0.19 11.56
H -1.74 1.59 12.04
H -0.72 0.75 13.24
H 1.27 1.51 12.21
H 1.55 2.49 9.94
H -0.23 2.43 9.73
H 0.84 -0.63 8.00
H 1.15 1.08 7.63
H -0.47 0.47 8.19
H 0.28 3.44 13.10
H -0.80 3.67 11.97
C -6.59 5.90 0.07
C -5.69 4.62 0.13
C -5.80 3.80 1.47
O -5.79 4.54 2.70
C -4.57 5.17 3.00
N -5.92 3.84 -1.09
H -7.60 5.70 0.44
H -6.69 6.32 -0.94
H -6.15 6.70 0.66
H -4.67 5.02 0.07
H -5.02 3.04 1.52
H -6.78 3.31 1.43
H -4.82 5.80 3.85
H -4.33 5.80 2.15
H -3.79 4.44 3.23
H -6.66 3.15 -0.99
H -5.13 3.22 -1.20
C 10.32 -2.58 -0.52
C 11.51 -3.06 -1.35
C 11.90 -4.55 -1.05
O 12.94 -4.94 -1.98
C 13.45 -6.20 -1.53
N 11.13 -2.84 -2.74
H 10.61 -2.46 0.53
H 9.44 -3.22 -0.47
H 9.92 -1.63 -0.84
H 12.39 -2.48 -1.05
H 11.09 -5.28 -1.07
H 12.33 -4.54 -0.05
H 14.13 -6.14 -0.68
H 13.97 -6.65 -2.39
H 12.66 -6.93 -1.34
H 11.38 -1.91 -3.05
H 11.62 -3.33 -3.47
C 5.01 -2.93 -3.92
C 5.45 -2.90 -5.36
C 5.72 -1.51 -5.87
O 5.86 -1.50 -7.29
C 6.53 -0.37 -7.75
N 6.66 -3.63 -5.41
H 4.11 -2.34 -3.78
H 5.64 -2.34 -3.27
H 4.79 -3.91 -3.50
H 4.88 -3.47 -6.09
H 6.55 -0.95 -5.44
H 4.85 -0.90 -5.59
H 6.67 -0.31 -8.83
H 7.55 -0.41 -7.37
H 5.99 0.55 -7.49
H 7.03 -3.45 -6.34
H 7.33 -3.06 -4.91
C 6.92 -2.05 11.47
C 5.82 -1.77 10.43
C 6.04 -2.39 9.06
O 7.23 -1.89 8.40
C 7.22 -2.33 7.10
N 4.61 -2.20 11.16
H 6.97 -3.10 11.76
H 6.76 -1.64 12.46
H 7.84 -1.60 11.10
H 5.61 -0.71 10.29
H 5.17 -2.27 8.42
H 6.21 -3.45 9.22
H 7.61 -3.35 7.06
H 7.95 -1.80 6.49
H 6.27 -2.25 6.57
H 4.44 -3.17 11.41
H 3.87 -1.91 10.53
*
```

Orbital gap for the records above, in order: 2.473; 9.421 eV